66
Properties=species:S:1:pos:R:3 method="wB97M-V/def2-TZVPD" e_tot_ev=-65148.253 homo_lumo_gap_ev=7.617 total_charge=+1 e_lumo_ev=-4.0 multiplicity=1
C 1.945 -4.781 0.092
C 2.882 -4.003 0.660
C 2.959 -2.494 0.555
N 4.381 -2.133 0.734
C 2.196 -1.942 1.796
N 1.265 -0.833 1.508
C 0.607 -1.077 0.298
N -0.636 -1.423 0.385
C -1.737 -1.244 -0.558
I -1.530 -2.200 -2.454
C -3.003 -1.753 0.131
C -2.904 -3.219 0.584
N 1.312 -1.014 -0.881
C 2.466 -1.988 -0.840
H 1.730 -4.686 -0.968
H 1.349 -5.503 0.635
H 3.652 -4.445 1.290
H 4.990 -2.815 0.304
H 4.597 -1.207 0.387
H 1.665 -2.746 2.302
H 2.940 -1.581 2.497
H 1.756 0.054 1.455
H -0.898 -1.811 1.288
H -1.883 -0.197 -0.794
H -3.827 -1.647 -0.567
H -3.185 -1.121 1.003
H -2.155 -3.771 0.017
H -2.569 -3.265 1.624
H -3.866 -3.715 0.532
H 1.671 -0.065 -1.004
H 3.283 -1.477 -1.337
H 2.203 -2.817 -1.490
C 5.101 4.357 -3.553
O 5.158 2.991 -3.091
P 3.865 1.996 -3.086
O 4.172 1.126 -1.926
O 4.343 1.370 -4.517
C 5.713 1.181 -4.864
O 2.376 1.450 -3.443
C 1.568 2.011 -4.499
H 6.104 4.763 -3.459
H 4.795 4.403 -4.600
H 4.424 4.951 -2.941
H 6.287 0.821 -4.011
H 6.156 2.101 -5.245
H 5.730 0.435 -5.655
H 2.060 1.879 -5.460
H 1.371 3.068 -4.323
H 0.626 1.469 -4.500
C -3.532 3.249 3.242
O -4.852 3.159 2.677
P -5.703 1.773 2.656
O -6.420 1.941 1.382
O -6.590 1.931 3.973
C -7.150 3.201 4.327
O -5.774 0.129 2.705
C -5.127 -0.655 3.707
H -3.210 4.281 3.138
H -3.531 2.986 4.302
H -2.832 2.608 2.702
H -7.512 3.724 3.443
H -6.420 3.817 4.851
H -7.980 2.995 4.996
H -5.499 -0.401 4.701
H -4.047 -0.485 3.668
H -5.325 -1.706 3.515



66
Properties=species:S:1:pos:R:3 method="wB97M-V/def2-TZVPD" relative_energy_kj_mol=0.00 e_tot_ev=-46850.055 homo_lumo_gap_ev=9.986 total_charge=0 smiles="COC(=O)OC.COC(=O)OC.COC(=O)OC.COC(=O)OC.CO.CO.CO" e_lumo_ev=0.5 multiplicity=1
C -13.186 -26.104 16.229
O -12.891 -24.842 15.645
C -13.855 -23.935 15.488
O -13.639 -22.841 15.054
O -15.049 -24.395 15.846
C -16.157 -23.532 15.612
H -13.307 -26.004 17.310
H -12.330 -26.750 16.052
H -14.073 -26.569 15.807
H -16.151 -23.224 14.565
H -16.086 -22.617 16.207
H -17.088 -24.030 15.855
C -17.986 -23.056 8.833
O -17.509 -24.399 8.799
C -17.386 -25.000 9.976
O -17.695 -24.529 11.038
O -16.878 -26.212 9.886
C -16.672 -26.792 8.607
H -19.017 -23.018 9.188
H -18.008 -22.725 7.797
H -17.357 -22.412 9.439
H -17.582 -26.821 8.017
H -16.280 -27.792 8.775
H -15.888 -26.257 8.059
C -24.118 -22.296 11.558
O -23.777 -23.541 12.140
C -22.506 -23.832 12.393
O -22.185 -24.774 13.050
O -21.675 -22.967 11.786
C -20.316 -22.928 12.199
H -23.561 -22.104 10.641
H -23.928 -21.475 12.250
H -25.172 -22.330 11.303
H -20.100 -21.997 12.730
H -19.684 -22.903 11.314
H -19.991 -23.764 12.811
C -12.676 -28.432 12.970
O -11.824 -27.420 13.485
C -11.922 -26.241 12.871
O -12.762 -25.937 12.067
O -10.939 -25.475 13.315
C -10.967 -24.099 12.925
H -12.651 -29.273 13.655
H -12.302 -28.778 12.002
H -13.690 -28.065 12.837
H -10.055 -23.908 12.369
H -11.013 -23.498 13.832
H -11.856 -23.864 12.347
C -20.498 -26.890 11.178
O -20.632 -27.158 9.777
H -21.242 -27.400 11.795
H -19.509 -27.164 11.557
H -20.634 -25.823 11.304
H -20.491 -28.101 9.647
C -17.726 -26.855 16.734
O -18.590 -26.439 15.697
H -18.217 -26.699 17.694
H -17.503 -27.930 16.661
H -16.773 -26.314 16.731
H -18.046 -26.340 14.897
C -15.704 -26.194 13.205
O -17.034 -25.769 13.467
H -15.397 -26.817 14.044
H -15.627 -26.739 12.259
H -14.999 -25.362 13.102
H -17.349 -25.308 12.669



60
Properties=species:S:1:pos:R:3 method="wB97M-V/def2-TZVPD" e_tot_ev=-43351.114 homo_lumo_gap_ev=10.174 total_charge=0 e_lumo_ev=0.2 multiplicity=1
C -0.893 3.178 0.265
C -0.085 3.375 -1.107
O 0.223 4.528 -1.510
O 0.355 2.289 -1.938
C -0.654 2.106 -2.978
C -1.675 0.901 -2.698
C -0.992 -0.542 -2.614
C -0.209 -0.843 -1.257
O -1.065 -1.295 -0.156
S -0.158 -1.472 1.273
O 1.046 -2.360 1.001
O 0.516 0.019 1.718
H -1.636 2.307 0.179
H -1.413 4.173 0.467
H -0.127 2.971 1.081
H -1.279 3.078 -2.998
H -0.105 2.006 -3.987
H -2.378 0.874 -3.613
H -2.366 1.146 -1.809
H -0.310 -0.696 -3.516
H -1.825 -1.334 -2.706
H 0.526 -1.707 -1.483
H 0.428 0.015 -0.864
H 0.654 -0.014 2.691
C 5.239 0.641 0.707
C 5.297 -0.679 -0.045
C 4.315 -0.698 -1.205
O 4.994 -1.748 0.849
H 4.243 0.807 1.129
H 5.942 0.637 1.545
H 5.484 1.481 0.051
H 6.311 -0.845 -0.418
H 3.287 -0.579 -0.847
H 4.358 -1.657 -1.729
H 4.531 0.101 -1.919
H 4.098 -1.611 1.185
C 2.004 -3.337 5.131
C 1.207 -4.589 4.799
C 2.122 -5.749 4.440
O 0.332 -4.318 3.706
H 2.602 -3.016 4.273
H 1.333 -2.509 5.377
H 2.673 -3.508 5.979
H 0.582 -4.865 5.654
H 2.725 -5.511 3.557
H 1.536 -6.638 4.193
H 2.795 -5.992 5.266
H 0.876 -4.072 2.943
C -6.679 2.520 -2.501
C -5.182 2.480 -2.236
C -4.673 3.821 -1.731
O -4.496 2.136 -3.439
H -6.920 3.262 -3.268
H -7.028 1.554 -2.874
H -7.234 2.765 -1.592
H -4.959 1.701 -1.501
H -4.845 4.608 -2.471
H -3.594 3.781 -1.556
H -5.168 4.105 -0.799
H -4.686 2.818 -4.097